A | DFT (wB97M-V/def2-TZVPD) results for a molecular structure, C26H36ClNPdSi3.

Each line ends with the Mulliken charge.
Element x y z (Å)
Pd -0.0905 -0.5732 0.4191  -0.4023
C 3.2049 -0.8925 -0.9392  -1.4176
Si 2.1774 -0.1568 0.5036  0.8251
C 2.7155 1.6699 0.5606  -1.2237
C 3.0480 -0.9846 1.9991  0.4821
C 4.3578 -0.7593 2.4336  -0.5656
C 4.9035 -1.4874 3.4823  -0.5595
C 4.1402 -2.4669 4.1116  -0.5836
C 2.8381 -2.6988 3.6891  -0.4543
C 2.2734 -1.9624 2.6431  -0.0221
Si 0.4662 -2.1008 2.0084  0.9636
C 0.2306 -3.9652 1.6882  -1.2824
C -0.5431 -1.8062 3.6061  -1.4561
H 4.2685 -0.6478 -0.8295  0.3622
H 2.8681 -0.5275 -1.9118  0.2847
H 3.1057 -1.9816 -0.9429  0.3120
H 3.8073 1.7716 0.5911  0.3824
H 2.2957 2.1682 1.4382  0.3211
H 2.3436 2.2026 -0.3183  0.1694
H 4.9658 -0.0019 1.9444  0.2529
H 5.9209 -1.2972 3.8109  0.3572
H 4.5617 -3.0412 4.9314  0.3416
H 2.2487 -3.4622 4.1922  0.2220
H 0.5601 -4.5452 2.5584  0.3154
H 0.8072 -4.2919 0.8192  0.2943
H -0.8195 -4.1968 1.4949  0.2287
H -0.2539 -2.5074 4.3981  0.4248
H -1.6139 -1.9180 3.4179  0.3172
H -0.3713 -0.7905 3.9727  0.2834
C -0.1671 -0.7798 -2.9871  -0.6812
Si -0.2307 1.0445 -2.5677  0.2560
C 1.4025 1.8233 -3.1466  -1.1825
C -1.5196 1.8480 -3.7213  -1.4239
N -0.5244 1.2149 -0.8994  1.0420
C -0.8044 2.3805 -0.2765  -0.0363
C -0.9172 3.6405 -0.9321  -0.5654
C -1.2201 4.8062 -0.2493  -0.6566
C -1.4279 4.8113 1.1257  -0.5348
C -1.3157 3.5937 1.7980  -0.6889
C -1.0179 2.4228 1.1307  0.0996
H 0.0852 -0.9274 -4.0431  0.4313
H -1.1332 -1.2529 -2.7947  0.0114
H 0.5788 -1.2907 -2.3725  0.0477
H 1.5065 1.7109 -4.2319  0.3912
H 2.2691 1.3629 -2.6704  0.1571
H 1.4254 2.8922 -2.9147  0.3407
H -1.1574 2.7988 -4.1243  0.4399
H -2.4586 2.0353 -3.2001  0.3274
H -1.7327 1.1843 -4.5652  0.3933
H -0.7569 3.6933 -2.0026  0.1192
H -1.2909 5.7354 -0.8086  0.3411
H -1.6610 5.7274 1.6556  0.3139
H -1.4623 3.5575 2.8736  0.3535
H -0.9240 1.4887 1.6756  0.3431
Cl -2.6083 -3.7214 -1.0822  -0.2886
C -3.2746 -2.1288 -1.4063  0.6820
C -4.0133 -1.9813 -2.5676  -0.4615
C -4.5667 -0.7523 -2.8922  -0.4642
C -4.3467 0.3161 -2.0210  -0.7292
C -3.6004 0.1568 -0.8743  -0.2292
C -3.0266 -1.0836 -0.4930  0.4590
C -2.2556 -1.2156 0.7155  -2.3331
H -4.1453 -2.8404 -3.2145  0.3733
H -5.1400 -0.6284 -3.8027  0.3077
H -4.7580 1.2929 -2.2520  0.3673
H -3.4179 1.0061 -0.2253  0.3067
H -2.2712 -2.2206 1.1300  0.7622
H -2.5373 -0.4701 1.4616  0.4363

HOMO-LUMO gap = 5.689 eV
multiplicity = 1
molar mass = 588.7 g mol⁻¹
total charge = -2



B | DFT (wB97M-V/def2-TZVPD) results for a molecular structure, C26H36ClNPdSi3.

Each line ends with the Mulliken charge.
Element x y z (Å)
Pd -0.1316 0.2131 0.3011  0.6323
C 2.8882 -1.7473 -0.2362  -1.4486
Si 2.1691 -0.0720 0.2396  0.7026
C 3.2065 1.1129 -0.7955  -1.3777
C 2.8557 0.1870 1.9924  -0.2418
C 4.2203 0.3604 2.2675  -0.2332
C 4.6772 0.5975 3.5620  -0.6774
C 3.7576 0.6572 4.6109  -0.6244
C 2.4023 0.4671 4.3477  -0.3802
C 1.9348 0.2254 3.0449  0.5807
Si 0.1087 -0.1526 2.6218  0.5140
C 0.0279 -1.9614 3.2090  -1.2722
C -0.8400 0.7676 3.9526  -1.2661
H 3.9207 -1.8025 0.1324  0.4126
H 2.8940 -1.8870 -1.3279  0.3313
H 2.3098 -2.5690 0.2039  0.2503
H 4.2446 0.7581 -0.8300  0.3704
H 3.1919 2.1215 -0.3695  0.3940
H 2.8336 1.1823 -1.8274  0.3312
H 4.9457 0.3296 1.4533  0.1983
H 5.7359 0.7408 3.7518  0.3497
H 4.0969 0.8471 5.6241  0.3475
H 1.6953 0.5146 5.1739  0.2315
H 0.3522 -2.0472 4.2627  0.3970
H 0.7023 -2.5638 2.5846  0.2039
H -0.9841 -2.3869 3.1174  0.3211
H -0.6706 0.2889 4.9275  0.4234
H -1.9210 0.7614 3.7481  0.3234
H -0.5174 1.8163 4.0001  0.2424
C -1.4437 -2.9973 -0.1489  -0.5757
Si -2.7499 -1.6616 -0.2696  -0.0873
C -4.1095 -2.4127 -1.3544  -1.1175
C -3.5580 -1.5181 1.4170  -0.6458
N -2.1115 -0.2485 -0.9506  -0.5310
C -2.8536 0.7546 -1.5097  0.2352
C -2.3019 1.5947 -2.5152  -0.2587
C -3.0241 2.6238 -3.1016  -0.2849
C -4.3472 2.8826 -2.7377  -0.6033
C -4.9202 2.0733 -1.7609  -0.7301
C -4.2038 1.0418 -1.1658  0.3040
H -1.7008 -3.7715 0.5903  0.2539
H -0.4987 -2.5521 0.1532  -0.1624
H -1.2956 -3.4780 -1.1268  0.3402
H -4.4564 -3.3686 -0.9337  0.3005
H -3.7471 -2.5931 -2.3765  0.2852
H -4.9736 -1.7382 -1.4231  0.2868
H -3.8032 -2.5162 1.8062  0.2899
H -4.4863 -0.9320 1.3583  0.3965
H -2.8916 -1.0197 2.1333  -0.1464
H -1.2730 1.4041 -2.8016  0.2941
H -2.5448 3.2425 -3.8542  0.3120
H -4.9026 3.6988 -3.1830  0.3399
H -5.9410 2.2581 -1.4454  0.3139
H -4.6710 0.4458 -0.3876  0.1277
Cl -2.7046 3.4684 0.9856  -0.2533
C -1.1170 3.7130 1.6975  0.8346
C -1.0436 4.4064 2.8966  -0.6058
C 0.1771 4.6072 3.5278  -0.4515
C 1.3206 4.0761 2.9267  -0.7727
C 1.2395 3.3970 1.7260  0.0605
C 0.0176 3.1903 1.0308  0.9425
C -0.0455 2.4903 -0.2180  -3.1456
H -1.9607 4.7764 3.3401  0.3350
H 0.2297 5.1406 4.4688  0.2861
H 2.2850 4.1745 3.4141  0.3407
H 2.1365 2.9635 1.2955  0.1038
H 0.8605 2.5130 -0.8148  0.3251
H -0.9546 2.5871 -0.7864  1.0278

HOMO-LUMO gap (alpha / beta) = 4.586 / 4.585 eV
multiplicity = 1
molar mass = 588.7 g mol⁻¹
total charge = -2



Verdict on stability: B comes out at the bottom.



A | DFT (wB97M-V/def2-TZVPD) results for 11 unconnected molecules or ions with the total composition C44H66O33.

Each line ends with the Mulliken charge.
Element x y z (Å)
C -0.1585 -3.5292 -0.7511  -0.1943
C -0.2992 -3.7392 -2.2402  0.3542
C -1.6821 -4.0180 -2.8165  -0.5481
O -1.8513 -3.0760 -3.8707  -0.3452
C -0.7628 -2.3304 -4.0286  0.7313
O -0.4726 -1.5993 -4.9226  -0.5744
O 0.0313 -2.5179 -2.9495  -0.2726
H 0.1430 -4.5234 -0.4161  0.2058
H -1.0903 -3.3094 -0.2275  0.2308
H 0.5955 -2.7750 -0.5469  -0.5265
H 0.5304 -4.3859 -2.5388  0.3494
H -2.4478 -3.8152 -2.0670  0.3673
H -1.7891 -4.9967 -3.2804  0.2627
C 0.1603 2.9241 -4.7865  -1.0275
C 0.1867 3.9642 -5.9067  0.3135
C 1.6141 4.4197 -6.2558  -0.4984
O 1.6158 4.4745 -7.6630  -0.3423
C 0.7607 3.4962 -8.0668  0.6118
O 0.7698 3.1158 -9.2023  -0.5448
O -0.0827 3.1789 -7.1043  -0.3290
H 1.0075 2.2431 -4.8790  0.3204
H -0.6594 2.2072 -4.7241  -0.0098
H 0.1720 3.4941 -3.8524  0.4427
H -0.5525 4.7623 -5.8462  0.4502
H 2.3605 3.6882 -5.9290  0.2838
H 1.8513 5.3846 -5.8063  0.3524
C -3.4354 0.3168 -2.3267  -0.4243
C -3.6304 0.4786 -3.8678  1.1141
C -4.0135 -0.7015 -4.7173  -0.1051
O -5.3089 -0.4520 -5.2309  -0.3677
C -5.5792 0.8530 -4.9824  0.4344
O -6.4227 1.4780 -5.5467  -0.5555
O -4.6962 1.4220 -4.1388  -0.2554
H -2.7127 -0.4772 -2.1546  0.1227
H -4.3940 0.1823 -1.8267  0.5923
H -3.0981 1.3148 -2.0501  -0.3424
H -2.6965 0.9102 -4.2307  -0.8123
H -3.9445 -1.5852 -4.0838  0.2321
H -3.3486 -0.7142 -5.5827  0.2863
C -3.4944 -0.6048 1.2438  0.3594
C -4.6990 -0.9857 2.0956  0.1584
C -5.3837 -0.0196 3.0830  -0.0345
O -6.7656 -0.4065 2.9773  -0.3708
C -6.9396 -1.1795 1.9142  0.5727
O -7.9909 -1.4996 1.4256  -0.5772
O -5.7927 -1.4987 1.3021  -0.4376
H -3.7111 0.3400 0.7488  -0.4965
H -3.1931 -1.4530 0.6364  0.1558
H -2.6956 -0.3738 1.9545  -0.0818
H -4.4292 -1.8459 2.7170  0.3282
H -5.1516 1.0283 2.9024  0.1484
H -4.9401 -0.2908 4.0398  0.2510
C 0.4340 -0.4803 3.4985  -0.6551
C 0.0194 -1.1550 4.7772  0.4962
C 1.1733 -1.3400 5.8202  -0.2751
O 0.5633 -0.7997 6.9895  -0.4339
C -0.6133 -0.2169 6.7546  0.5198
O -1.3329 0.1690 7.6234  -0.5718
O -0.7951 -0.1879 5.4183  -0.1202
H 1.2076 -0.9286 2.8793  0.3090
H 0.8090 0.5313 3.7005  0.3134
H -0.4794 -0.1187 3.0162  -0.4030
H -0.5815 -2.0626 4.6863  0.3241
H 2.0804 -0.8080 5.5365  0.3002
H 1.3357 -2.3877 6.0641  0.2085
C -4.0124 5.0005 5.2121  -1.4526
C -2.6268 4.4233 5.1748  0.5061
C -2.3075 3.1142 5.8422  -0.5318
O -1.4365 2.4676 4.9221  -0.1779
C -1.5844 3.0048 3.7094  0.6200
O -1.0747 2.5836 2.7099  -0.5453
O -2.3444 4.1089 3.7921  -0.3378
H -4.3455 5.3603 6.1830  0.3862
H -4.7230 4.2525 4.8510  0.3082
H -4.0295 5.8129 4.4857  0.3454
H -1.9577 5.1884 5.5862  0.2506
H -3.2138 2.5040 5.9057  0.2827
H -1.8727 3.2428 6.8287  0.3289
C 2.4116 -5.7620 1.0711  -1.6040
C 2.8680 -5.3653 2.4755  1.3158
C 2.3932 -3.8974 2.7944  0.4513
O 1.6943 -4.0277 4.0066  -0.1725
C 1.7225 -5.2649 4.4611  0.4388
O 1.2065 -5.5917 5.4933  -0.5712
O 2.2520 -6.0783 3.5369  -0.4252
H 2.3842 -4.9333 0.3595  0.3017
H 1.3676 -6.0838 1.0186  0.4211
H 3.0062 -6.5565 0.6221  0.4544
H 3.9433 -5.2956 2.6419  -0.2114
H 1.8328 -3.4926 1.9513  -0.4545
H 3.2433 -3.2312 2.9521  0.0546
C -0.5904 1.3998 -0.4972  -1.1933
C 0.2587 0.2370 -0.9815  2.3825
C 1.2836 0.4808 -2.1073  -0.2178
O 2.3209 -0.3526 -1.5527  -0.2683
C 2.1085 -0.7670 -0.2876  -0.0659
O 2.8718 -1.5025 0.2701  -0.5905
O 0.8986 -0.3712 0.1188  0.3630
H -0.0533 2.2857 -0.1597  0.5540
H -1.3058 1.2056 0.3057  -0.1434
H -1.3137 1.6681 -1.2726  -0.0267
H -0.3858 -0.5086 -1.4611  -1.1043
H 1.8915 1.3854 -2.2153  0.2363
H 0.8774 0.0923 -3.0399  0.0838
C 5.1857 0.5531 -2.0688  -0.9774
C 6.3384 1.2015 -2.8725  0.5061
C 7.5016 1.8302 -2.0982  -0.4213
O 8.6612 1.4093 -2.8652  -0.3584
C 8.2725 0.3895 -3.7039  0.6100
O 9.0656 -0.1733 -4.3987  -0.5368
O 6.9841 0.1880 -3.5937  -0.3500
H 5.5854 0.2443 -1.1044  0.1995
H 4.6481 -0.2153 -2.6188  0.3323
H 4.3788 1.2768 -1.9288  0.2026
H 5.8390 1.9862 -3.4486  0.1988
H 7.5720 1.5102 -1.0578  0.2749
H 7.4517 2.9162 -2.1300  0.2983
C 5.8966 -3.4844 1.0271  -0.8844
C 7.0386 -3.7350 2.0954  0.3730
C 6.9372 -3.2363 3.5235  -0.4172
O 7.1007 -4.4419 4.2714  -0.3572
C 7.2269 -5.5050 3.4725  0.6688
O 7.1042 -6.6372 3.8170  -0.5219
O 7.2587 -5.1294 2.1724  -0.4446
H 5.5237 -4.4655 0.7223  0.3069
H 6.4743 -3.1535 0.1683  0.3614
H 5.0031 -2.9527 1.3437  0.0311
H 7.9258 -3.2250 1.7187  0.4382
H 6.0544 -2.6683 3.8335  0.2184
H 7.6555 -2.4256 3.6760  0.2958
C -5.9441 5.7721 -1.8209  -1.5860
C -5.1982 4.4989 -1.6792  0.7257
C -3.6967 4.6237 -1.4226  -0.4395
O -3.4940 3.4676 -0.5823  -0.1756
C -4.6378 3.1585 0.0468  0.5438
O -4.7309 2.4823 1.0206  -0.4797
O -5.6866 3.6865 -0.6476  -0.3542
H -7.0278 5.6534 -1.8186  0.3656
H -5.6192 6.4027 -2.6447  0.3595
H -5.8131 6.3113 -0.8715  0.3682
H -5.2915 3.9216 -2.6138  0.1195
H -3.5212 5.4900 -0.7751  0.2451
H -2.9852 4.5498 -2.2377  0.3001

HOMO-LUMO gap = 10.350 eV
multiplicity = 1
SMILES = C[C@H]1COC(=O)O1.C[C@H]1COC(=O)O1.C[C@H]1COC(=O)O1.C[C@H]1COC(=O)O1.C[C@H]1COC(=O)O1.C[C@H]1COC(=O)O1.C[C@H]1COC(=O)O1.C[C@H]1COC(=O)O1.C[C@H]1COC(=O)O1.C[C@H]1COC(=O)O1.C[C@H]1COC(=O)O1
molar mass = 1123.0 g mol⁻¹



B | DFT (wB97M-V/def2-TZVPD) results for 11 unconnected molecules or ions with the total composition C44H66O33.

Each line ends with the Mulliken charge.
Element x y z (Å)
C -1.5794 1.2931 0.7078  -2.0870
C -0.2520 0.6779 0.3168  2.7402
C 0.0826 -0.3659 1.2610  0.8998
O 0.1051 -1.5612 0.4926  -0.2482
C 0.1383 -1.1933 -0.7348  0.1235
O 0.6084 -1.8257 -1.6795  -0.3708
O -0.1843 0.0591 -0.8954  -0.4273
H -2.4108 0.5882 0.7020  0.7136
H -1.8320 1.9654 -0.1122  0.2958
H -1.5074 1.7846 1.6780  0.4793
H 0.4242 1.5086 0.5184  -1.5994
H -0.7047 -0.3812 2.0147  -0.5796
H 1.0507 -0.1754 1.7240  -0.0172
C -1.5252 -7.3698 -5.1472  -1.3783
C -1.6209 -7.0655 -3.5757  0.2470
C -0.4211 -7.7387 -2.9204  -0.6522
O 0.0044 -6.7650 -1.9430  -0.3081
C -0.3462 -5.5738 -2.4870  0.4146
O 0.0872 -4.5584 -2.0823  -0.1815
O -1.2809 -5.7054 -3.4943  -0.2309
H -0.6258 -6.9603 -5.6071  0.3280
H -2.4536 -6.9877 -5.5718  0.3663
H -1.4570 -8.4553 -5.2186  0.4387
H -2.5325 -7.3737 -3.0637  0.3371
H 0.3555 -8.0097 -3.6356  0.3189
H -0.7051 -8.6584 -2.4090  0.3192
C 2.7846 3.6841 -1.0190  -1.0514
C 3.7319 2.5948 -1.3078  1.3117
C 3.2530 1.4328 -2.0547  0.5570
O 4.3742 1.1866 -2.8619  -0.3516
C 5.1802 2.2047 -2.9388  0.5758
O 6.2219 2.2134 -3.5301  -0.5932
O 4.7505 3.1107 -2.0715  -0.4644
H 3.2590 4.4716 -0.4335  0.4348
H 1.9053 3.3786 -0.4519  -0.2104
H 2.3830 4.0978 -1.9441  0.4574
H 4.0064 2.2198 -0.3218  -0.2859
H 2.2390 1.5004 -2.4490  0.1413
H 3.1880 0.4676 -1.5525  -0.4039
C 4.0760 1.8968 5.8848  -1.2605
C 4.2362 2.7800 4.6072  0.0242
C 4.6654 2.0956 3.2744  -0.3425
O 3.4657 1.8587 2.6163  0.1851
C 2.4699 2.5217 3.2776  0.1609
O 1.3295 2.5207 2.9360  -0.2614
O 2.9979 3.3544 4.2104  -0.3987
H 3.3604 1.1193 5.6174  0.2754
H 3.6947 2.4867 6.7183  0.3681
H 5.0863 1.6416 6.2046  0.3894
H 4.7983 3.6886 4.8232  0.3586
H 5.1304 1.1563 3.5736  0.2286
H 5.2967 2.7057 2.6284  0.3329
C 4.5948 -2.0823 -2.2519  -1.0962
C 3.5824 -3.1025 -2.5253  0.8622
C 4.1726 -4.3734 -3.2084  -0.4499
O 3.5361 -5.4220 -2.4673  -0.4140
C 2.9829 -4.9777 -1.3309  0.3981
O 2.6846 -5.7042 -0.3849  -0.6499
O 2.9202 -3.6280 -1.3628  -0.2169
H 5.4945 -2.5823 -1.8932  0.2961
H 4.2391 -1.2515 -1.6425  -0.3246
H 4.6795 -1.6169 -3.2340  0.5283
H 2.7785 -2.6834 -3.1304  0.0910
H 5.1878 -4.5357 -2.8463  0.3665
H 4.0094 -4.3869 -4.2860  0.3337
C -3.9688 3.2588 -2.2792  -0.6713
C -5.1120 4.2064 -2.7922  0.1919
C -6.3735 3.7575 -3.5350  -0.4273
O -7.4187 4.1333 -2.7284  -0.3095
C -7.0251 4.6340 -1.6369  0.6905
O -7.8606 5.0416 -0.7783  -0.6597
O -5.6604 4.5566 -1.5557  -0.2818
H -4.3657 2.3841 -1.7641  -0.3459
H -3.2677 3.8459 -1.6860  0.3139
H -3.2467 2.9081 -3.0166  0.5892
H -4.8265 5.2071 -3.1165  0.3663
H -6.2996 2.6983 -3.7816  0.2798
H -6.4651 4.3446 -4.4488  0.2788
C 0.9630 5.9700 2.9878  -1.1807
C 1.0728 5.5933 1.4807  1.3926
C -0.1255 4.9009 0.8219  0.8880
O -0.1278 5.4739 -0.4397  -0.4020
C 0.8192 6.4613 -0.5714  0.5346
O 1.1767 6.8750 -1.6750  -0.6024
O 1.3515 6.6773 0.5590  -0.4283
H -0.0816 6.1493 3.2425  0.3230
H 1.5083 6.9033 3.1281  0.3981
H 1.5197 5.2078 3.5330  0.1296
H 1.7624 4.7502 1.5216  -0.4340
H -1.0603 4.9414 1.3811  0.4368
H 0.0845 3.8801 0.5027  -1.0518
C -0.2404 -0.1488 5.1871  -1.1298
C -1.7159 -0.4060 5.3566  0.3898
C -2.4927 0.9064 5.2200  -0.2609
O -3.6677 0.3913 4.5713  -0.3485
C -3.4154 -0.7532 3.9720  0.6648
O -4.1881 -1.3243 3.2231  -0.5767
O -2.2497 -1.2342 4.3363  -0.3484
H -0.0814 0.4378 4.2823  -0.0869
H 0.4118 -1.0155 5.2950  0.4244
H 0.0101 0.6364 5.9004  0.4261
H -1.8475 -0.8617 6.3380  0.4052
H -1.9446 1.5869 4.5683  0.1148
H -2.7343 1.3436 6.1888  0.3521
C -1.8656 -1.8463 -4.2088  -0.9640
C -3.0538 -2.2727 -3.3752  0.8304
C -3.2209 -2.0535 -1.9133  -0.7561
O -3.6008 -0.7568 -1.7268  0.2547
C -4.2701 -0.4811 -2.7979  0.3553
O -5.2065 0.3534 -2.9020  -0.5959
O -3.9877 -1.3847 -3.8152  -0.3871
H -1.3261 -2.7583 -4.4647  0.1234
H -1.1801 -1.1822 -3.6823  0.0270
H -1.9906 -1.5184 -5.2407  0.4409
H -3.3515 -3.2787 -3.6708  0.2863
H -2.2805 -2.2011 -1.3823  0.0594
H -3.9874 -2.6035 -1.3673  0.3731
C -6.1935 -0.8626 1.1566  -1.6350
C -6.1116 0.3655 0.3739  0.9910
C -7.2299 1.3795 0.7423  -0.3266
O -6.4696 2.4705 1.1540  -0.3889
C -5.1109 2.3245 1.1054  0.3754
O -4.2556 3.1500 1.3275  -0.5630
O -4.8708 1.0737 0.5869  0.2533
H -6.1074 -0.6290 2.2178  0.4420
H -5.3893 -1.5603 0.9229  0.1694
H -7.1182 -1.4376 1.1081  0.4153
H -6.1394 0.1856 -0.7008  -0.1614
H -7.8998 1.0889 1.5515  0.2642
H -7.8631 1.6853 -0.0906  0.2635
C 7.6105 -2.7305 1.2587  -1.5364
C 6.1698 -3.0181 0.9325  0.7903
C 5.4188 -3.9022 2.0506  -0.5802
O 4.1423 -3.3544 2.2094  -0.3339
C 4.0685 -2.1105 1.6105  0.4386
O 3.0783 -1.3971 1.4555  -0.3769
O 5.2694 -1.8922 1.0243  -0.2248
H 8.0331 -1.9621 0.6114  0.3794
H 8.1864 -3.6466 1.1281  0.3849
H 7.6591 -2.4366 2.3072  0.3450
H 6.1676 -3.6208 0.0243  0.0544
H 5.9630 -3.7047 2.9741  0.3179
H 5.3333 -4.9878 2.0035  0.3080

HOMO-LUMO gap = 9.866 eV
multiplicity = 1
SMILES = C[C@H]1COC(=O)O1.C[C@H]1COC(=O)O1.C[C@H]1COC(=O)O1.C[C@H]1COC(=O)O1.C[C@H]1COC(=O)O1.C[C@H]1COC(=O)O1.C[C@H]1COC(=O)O1.C[C@H]1COC(=O)O1.C[C@H]1COC(=O)O1.C[C@H]1COC(=O)O1.C[C@H]1COC(=O)O1
molar mass = 1123.0 g mol⁻¹



Verdict on stability: B comes out at the bottom.